[1]
A molecular structure, C10H23N9O6Sc in a non-equilibrium geometry, computed with ωB97M-V with the def2-TZVPD basis set.

Values from the calculation:
- total charge = +1
- HOMO energy (alpha / beta) (eV) = -9.90 / -9.92
- ΔE to the lowest compared entry with this formula, charge and spin (eV) = 1.233
- Kohn-Sham gap (alpha / beta) (eV) = 5.06 / 5.08
- multiplicity = 1
- DFT total energy (a.u.) = -2099.383688

```
49
Properties=species:S:1:pos:R:3:forces:R:3
O 0.83589 -1.26259 -3.07135 1.2 1.8 1.2
H 1.29379 -2.12600 -3.01714 -0.1 0.3 0.5
Sc 0.25222 -0.23278 -0.67034 0.5 -2.4 2.0
N 1.70416 0.17393 0.97789 0.4 -1.5 -0.2
N 1.34023 -2.09960 -0.13199 1.0 0.7 1.2
N -0.56333 1.74709 -0.16008 -1.9 2.8 -0.4
N -1.23581 0.37973 -2.21302 -2.5 1.8 -0.6
O 2.06093 1.37458 1.34743 -0.7 1.2 0.3
O -0.18166 2.52863 0.89498 -0.4 -0.7 -0.9
O -1.66040 -0.42747 -3.27945 0.8 0.5 0.6
O 1.28661 -3.14009 -0.88227 -0.3 -0.1 -0.2
C 2.03667 -2.12522 1.04660 -1.3 -0.6 -1.2
C 2.15496 -0.87792 1.71201 -1.0 1.2 -1.3
C -1.59603 2.25076 -0.85576 2.5 -0.4 2.6
C -1.98097 1.46916 -1.99524 0.9 -2.8 -1.6
C 2.64498 -0.67735 3.09474 0.4 0.0 0.0
H 1.81605 -0.33087 3.71792 0.1 0.2 0.0
H 3.43752 0.07187 3.11640 -0.1 0.0 0.1
H 3.01466 -1.60339 3.52755 0.0 0.1 0.0
C 2.53045 -3.41993 1.57791 0.2 -0.3 0.1
H 3.03502 -4.00484 0.79349 -0.2 0.2 0.2
H 1.67231 -4.01396 1.94044 0.3 0.1 -0.2
H 3.22549 -3.26076 2.41192 -0.2 -0.2 -0.3
C -2.30898 3.49880 -0.47330 0.0 0.3 0.0
C -3.11711 1.87640 -2.86925 -0.3 -0.3 -0.2
H -1.76852 4.08047 0.27386 0.0 -0.3 -0.1
H -3.29647 3.25777 -0.06838 0.0 -0.1 0.0
H -2.48291 4.13750 -1.34100 0.0 -0.1 -0.1
H -3.35971 1.03895 -3.52804 -0.1 0.3 0.0
H -2.84479 2.74774 -3.48346 0.0 -0.2 0.2
H -4.01365 2.16052 -2.29786 0.4 -0.1 0.0
H 0.74530 2.15677 1.12866 0.6 -0.2 0.4
H -0.82885 -0.93807 -3.48210 -0.7 0.3 0.2
C 1.68152 -0.17055 -2.46918 0.5 -0.9 -1.8
H 2.16454 -0.52018 -1.52216 0.0 0.1 -0.6
H 1.01591 0.72151 -2.34361 0.6 -0.4 -0.5
H 2.48588 0.16447 -3.14619 -0.4 -0.3 0.3
O 3.64655 3.43903 -0.62995 -0.8 -0.7 -0.3
H 2.88082 3.49158 -1.24245 0.8 -0.1 0.7
H 3.50754 2.62487 -0.09891 -0.1 0.7 -0.3
N -2.26082 -1.79583 3.70674 0.1 0.4 -0.7
N -2.25309 -1.46040 2.34996 0.4 -1.3 -1.1
N -3.21940 -1.96729 1.55159 1.5 1.1 -0.4
C -2.68563 -1.73747 0.33855 -0.3 -0.1 0.8
N -1.46975 -1.18084 0.40908 -0.1 0.1 1.7
N -1.16890 -1.04141 1.72949 -1.8 -0.3 -0.4
H -1.76445 -1.08263 4.22743 -0.1 0.1 0.0
H -3.23068 -1.90018 3.98809 0.1 0.1 0.0
H -3.17808 -1.99447 -0.59028 0.1 0.0 0.2
```
Positions in Å, forces in eV/Å.

---

[2]
A molecular structure, C10H23O12V in a non-equilibrium geometry, computed with ωB97M-V with the def2-TZVPD basis set.

Values from the calculation:
- HOMO energy (alpha / beta) (eV) = -7.52 / -8.12
- ΔE to the lowest compared entry with this formula, charge and spin (eV) = 0.144
- expectation value of S² = 2.01
- Kohn-Sham gap (alpha / beta) (eV) = 8.14 / 8.74
- multiplicity = 3
- DFT total energy (a.u.) = -2241.764062

```
46
Properties=species:S:1:pos:R:3:forces:R:3
V 0.36159 -0.43002 0.11481 1.8 -0.6 0.4
O 0.59421 -0.15906 -1.77430 -0.3 -0.3 0.5
H 0.94722 0.09873 -2.61868 0.2 0.1 0.2
O -0.46925 -0.63523 1.83784 0.2 -0.6 -0.7
H -0.90985 -0.52482 2.67236 0.2 0.3 0.0
C 3.22578 -1.94359 0.54601 -0.6 -0.1 0.4
O 2.19789 -1.02196 0.53162 -1.5 1.0 0.0
H 3.80467 -1.85497 1.48208 0.1 0.1 -0.2
H 2.85887 -2.98527 0.54985 0.2 0.0 -0.3
H 3.90165 -1.78625 -0.30289 0.1 -0.2 0.0
C -2.91159 1.42229 1.68006 0.1 0.4 0.9
O -3.30783 1.71054 0.34936 -0.3 0.2 -0.2
C -2.56005 1.19182 -0.59465 0.1 0.1 -0.2
O -1.57733 0.51000 -0.45242 -0.1 -0.2 0.2
O -3.05308 1.53657 -1.76835 -0.5 0.2 0.0
C -2.32622 1.06716 -2.89236 0.0 -0.1 -0.8
H -2.11139 2.09780 1.99028 0.1 -0.1 -0.2
H -2.57452 0.39890 1.77762 0.0 -0.1 0.0
H -3.77538 1.63884 2.30712 0.0 -0.2 -0.1
H -1.34151 1.52435 -2.93723 0.1 -0.2 0.2
H -2.89412 1.36143 -3.77378 -0.1 0.1 0.2
H -2.24926 -0.01819 -2.88504 0.2 0.1 0.1
C 1.92526 4.77794 1.56348 0.4 -0.1 0.2
O 1.08020 3.63430 1.43090 -0.4 0.3 0.3
C 1.46765 2.61012 0.70669 0.4 -0.3 -0.2
O 0.83451 1.58432 0.71688 -0.3 -0.2 -0.1
O 2.56790 2.83380 0.02154 0.1 0.3 0.2
C 3.09605 1.70511 -0.68520 -0.3 -0.6 -0.7
H 2.69054 4.58339 2.31985 -0.1 0.0 0.0
H 1.28180 5.57499 1.91313 0.0 0.1 -0.1
H 2.43007 5.00991 0.63097 -0.2 0.2 0.0
H 4.10749 1.96483 -0.96676 0.2 0.0 0.2
H 2.50137 1.52198 -1.58457 0.0 0.2 0.1
H 3.00788 0.79722 -0.08377 0.3 0.1 0.0
C 0.04617 -3.87713 1.82180 -0.3 -0.4 0.1
O -1.01813 -4.15446 0.87564 0.3 -0.4 0.3
C -1.04568 -3.36801 -0.16444 -0.2 0.2 0.2
O -0.33344 -2.41083 -0.34274 0.3 0.5 -0.4
O -1.98207 -3.76191 -1.00289 -0.5 0.0 -0.4
C -2.26001 -2.84977 -2.07628 -0.4 0.2 -0.3
H 0.20761 -4.81605 2.34212 0.0 0.0 0.0
H -0.29795 -3.10885 2.50609 0.2 0.2 -0.1
H 0.94427 -3.58074 1.29420 0.0 0.2 0.0
H -1.55961 -2.97223 -2.90120 0.2 0.0 0.2
H -2.26374 -1.81805 -1.72552 0.3 -0.1 0.1
H -3.25867 -3.07893 -2.44922 0.1 -0.2 0.2
```
Positions in Å, forces in eV/Å.

---

[3]
2 unconnected molecules or ions with the total composition C10H23PS in a non-equilibrium geometry, computed with ωB97M-V with the def2-TZVPD basis set.

Values from the calculation:
- HOMO energy (alpha / beta) (eV) = -8.11 / -8.15
- ΔE to the lowest compared entry with this formula, charge and spin (eV) = 3.129
- Kohn-Sham gap (alpha / beta) (eV) = 5.75 / 5.94
- multiplicity = 1
- DFT total energy (a.u.) = -1134.167224

```
35
Properties=species:S:1:pos:R:3:forces:R:3
C -0.27503 2.61585 0.33904 -0.1 0.2 -2.0
C 2.01707 1.56073 0.23662 -1.1 -1.5 -0.4
C -2.76509 0.52213 -0.69364 -0.3 -0.5 -1.1
C -1.98951 -0.49967 1.53273 -0.6 0.2 -2.8
C 1.26717 -1.83857 0.55343 3.1 -3.3 -1.1
C 0.51911 -2.28631 -1.90344 -0.2 -1.1 2.7
C 2.56747 -0.80468 -1.55825 -1.5 0.5 2.8
C 0.52052 1.29642 0.34517 -0.6 0.6 0.0
C -1.73274 -0.45832 -0.08910 -0.5 1.4 1.5
C 1.22398 -1.33318 -0.89435 -0.9 1.6 -0.7
P -0.08650 0.06626 -0.91648 0.5 1.1 0.0
S 1.66601 2.55437 -3.00685 -0.2 -0.1 0.0
H -0.43435 2.94748 -0.75443 0.4 -0.2 1.6
H -1.26333 2.48433 0.74407 -0.4 0.0 0.3
H 0.23011 3.42156 0.89147 -0.1 -0.3 -0.2
H 2.31768 2.51644 0.51279 0.2 1.7 1.2
H 2.38529 1.49151 -0.76948 0.1 -0.3 -0.5
H 2.44007 0.79585 0.85035 1.1 -0.3 0.2
H -2.71747 1.54820 -0.33453 0.4 -0.1 0.0
H -2.56926 0.51547 -1.79033 -0.6 0.3 0.6
H -3.81725 0.21760 -0.50794 0.6 -0.2 -0.1
H -1.58760 -1.44108 1.77064 0.6 -1.1 1.1
H -3.11172 -0.53993 1.70882 1.5 0.3 -0.1
H -1.47658 0.31303 2.04832 -0.4 -0.1 0.1
H 0.95254 -1.07854 1.17272 -1.0 1.0 1.8
H 0.77546 -2.84065 0.63191 -0.4 1.2 0.2
H 2.31721 -2.14449 0.94995 -1.2 0.8 -0.9
H -0.58709 -2.16206 -1.97240 0.9 0.0 -0.2
H 0.69888 -3.27383 -1.44989 -0.2 -0.1 -0.6
H 1.02141 -2.23922 -2.81555 0.3 0.1 -1.7
H 3.10314 -1.57077 -1.95757 1.1 -2.7 -1.6
H 2.42835 -0.04867 -2.28361 -0.5 0.7 -0.9
H 3.29961 -0.42379 -0.85810 -0.3 0.3 0.6
H 0.28674 0.77553 1.27261 0.4 0.3 0.4
H -1.95468 -1.42850 -0.49929 -0.2 -0.5 0.0
```
Positions in Å, forces in eV/Å.

---

Among the records above, which one has the highest multiplicity?
C10H23O12V